Here is a 10-piece molecular cluster, C39H52NO28S2 overall at a distorted geometry from the Open Molecules 2025 dataset. Energies are from ωB97M-V with the def2-TZVPD basis set.

Positions of all 122 atoms, in Å:
S (8.75071, -7.40151, -3.72714)
S (7.11087, -4.35682, -5.12935)
O (-7.21583, -0.67210, 8.24604)
O (6.00355, -1.94742, -5.35509)
O (2.10535, -0.28110, 0.89409)
O (3.57489, -1.77632, 1.69932)
O (4.12019, 3.92860, 4.83671)
O (0.60502, 2.65284, -3.50675)
O (-3.06853, 5.97601, -6.92798)
O (-0.94325, 1.27653, -2.63582)
O (0.42896, -0.56867, 6.62914)
O (1.99793, -0.75297, 5.00382)
O (-2.68476, 6.38454, -4.75340)
O (-7.88532, -6.09218, -7.34223)
O (-7.93810, 1.11735, 9.43039)
O (-5.28044, 1.66394, 8.13644)
O (-6.92680, -0.14810, -4.87832)
O (0.38527, 0.83770, 4.87964)
O (-6.42870, 2.02686, -4.48467)
O (-7.83259, -3.95791, -6.58606)
O (2.05441, -2.42023, 0.14713)
O (-4.54432, 5.25121, -5.37014)
O (1.92211, 4.41621, 4.59394)
O (-9.01899, 0.47126, 7.54840)
O (-1.59511, 3.15372, -3.71954)
O (2.56855, 2.55262, 5.70491)
O (-4.19999, 0.49836, 6.52353)
O (-6.35458, -5.45662, -5.79783)
O (-3.25545, 0.79034, 8.56246)
O (-4.77157, 0.54896, -4.81852)
N (8.57208, -4.47630, -4.17501)
C (1.30077, 1.70610, -2.70671)
C (3.46878, -4.63534, -2.60861)
C (-7.16844, -3.34314, -5.48878)
C (-0.72564, 2.42935, -3.32413)
C (5.11495, -2.68259, -2.98774)
C (3.98995, -0.50064, 2.16905)
C (6.16996, -2.01685, -3.90697)
C (-8.04822, 0.37549, 8.49530)
C (1.02633, -0.21160, 5.46257)
C (-3.52738, 5.81824, -5.65737)
C (2.76315, 0.33896, 1.99286)
C (-4.24346, 0.94363, 7.63753)
C (3.81820, 1.88370, 5.81159)
C (2.52491, -2.40328, -3.70292)
C (9.17501, -0.76454, -1.31506)
C (-5.93888, -4.18265, -5.32492)
C (-1.50273, 6.74583, -5.45258)
C (8.64100, -5.74568, -3.81787)
C (2.78857, 3.70066, 5.00633)
C (-0.52737, 0.43765, 6.93595)
C (3.80469, -3.37153, -3.59121)
C (-5.21176, 2.69479, -4.16452)
C (-3.57315, 1.64108, 9.65752)
C (7.47926, -1.38082, -3.31989)
C (-7.80117, -1.43107, 7.19736)
C (-4.17644, 1.84181, -4.82720)
C (-5.05644, 1.80759, 9.53369)
C (7.79338, -1.39638, -1.80654)
C (7.07085, -2.69382, -5.99407)
C (-1.97624, 6.88252, -6.86770)
C (0.30262, 0.60012, -2.54972)
C (-7.40390, -5.24796, -6.64163)
C (-0.82660, 1.03762, 5.59884)
C (-8.67551, -0.43066, 6.50476)
C (4.81173, 2.99452, 5.65366)
C (6.72288, -2.03654, -0.85978)
C (5.41128, -2.67571, -1.44145)
C (-6.11798, 0.72917, -4.73934)
C (2.53276, -1.57106, 0.84871)
H (-6.93513, -2.30128, -5.70962)
H (-1.20725, 6.61306, -7.59320)
H (-5.09895, 2.72179, -3.07624)
H (4.31167, -0.55501, 3.21024)
H (-1.63644, 0.51863, 5.07879)
H (-5.21489, 3.71738, -4.54613)
H (-7.03386, -1.84104, 6.53897)
H (4.07047, -3.76360, -4.63416)
H (4.48422, -5.16533, -2.44814)
H (1.56216, 2.17311, -1.75269)
H (-5.10634, -3.83067, -5.94158)
H (-5.60997, -4.24190, -4.28623)
H (6.94677, -2.05274, 0.25747)
H (2.21551, 1.37593, -3.20189)
H (1.62630, -2.98878, -3.27522)
H (0.36149, -0.13607, -3.35703)
H (-8.14437, 0.11953, 5.72280)
H (4.82746, -0.15311, 1.55572)
H (-3.23049, 1.83826, -4.28517)
H (-3.03377, 2.58588, 9.54038)
H (-1.41072, 0.00475, 7.40411)
H (-9.56909, -0.88485, 6.07405)
H (-3.28213, 1.18265, 10.60373)
H (3.89035, 1.14003, 5.01266)
H (8.07899, -2.14236, -5.96517)
H (-5.61072, 1.02827, 10.06182)
H (-1.06983, 2.09917, 5.66256)
H (2.99913, 1.38047, 1.76720)
H (9.96912, -0.97200, -2.12813)
H (8.23522, -0.93007, -4.04413)
H (2.76523, -5.30635, -3.20816)
H (3.90719, 1.37837, 6.77444)
H (7.11904, -5.29069, -6.16538)
H (9.02893, 0.34907, -1.11871)
H (2.10408, 0.30457, 2.86379)
H (-8.37247, -2.25568, 7.63374)
H (5.06029, 3.47301, 6.60540)
H (9.52337, -1.34607, -0.38899)
H (2.30436, -2.26272, -4.82709)
H (-0.07512, 1.15627, 7.62612)
H (2.99716, -4.27646, -1.62943)
H (-2.33960, 7.88944, -7.09265)
H (2.63288, -1.40726, -3.15983)
H (-0.76350, 5.94823, -5.33311)
H (6.74367, -2.83100, -7.09266)
H (0.39910, 0.08465, -1.59263)
H (-3.99067, 2.13863, -5.86416)
H (5.73338, 2.66473, 5.17159)
H (-7.82220, -3.38274, -4.61267)
H (4.67911, -3.15219, -0.69572)
H (-5.39683, 2.78297, 9.88325)
H (-1.08757, 7.67534, -5.06009)

## Properties
net charge	+1
orbital gap	5.7723	eV
2S+1	1
maximum force	5.332	eV Å⁻¹
E_HOMO	-0.41571	Eh